Below is a molecular structure, C6H17N4S in a non-equilibrium geometry, with properties calculated with ωB97M-V/def2-TZVPD.

Last column: Löwdin charge in e.
Atoms and positions in Å:
H: -5.6274 -1.0889 -0.4423  0.103
H: 4.4057 -1.1459 0.1144  0.097
C: 3.3590 -1.3088 -0.1317  -0.107
C: 2.5376 0.6234 1.2531  -0.101
H: 2.7135 1.9268 -1.1888  0.081
N: -1.7420 0.8829 0.1599  -0.059
H: -4.9637 -1.1864 1.2004  0.111
C: 3.2754 0.9993 -1.1234  -0.105
H: 0.6513 -1.3283 0.0158  -0.066
H: -2.2727 -0.9955 0.9496  0.145
H: -4.2404 -2.1432 -0.1024  0.107
H: 4.2815 1.2393 -0.7900  0.099
C: -2.5841 -0.1560 0.3566  -0.098
H: -2.1667 1.6101 -0.4361  0.164
H: 3.3414 0.5638 -2.1139  0.085
H: -0.0727 1.7800 0.3917  0.083
N: -0.5274 0.8866 0.5636  -0.029
H: 3.3151 -1.7911 -1.1056  0.086
N: -4.1377 0.9333 -0.8469  0.128
N: -3.8103 -0.0861 -0.1571  -0.271
H: 1.9067 0.0233 1.9035  0.081
C: 2.6357 0.0299 -0.1424  -0.841
H: -5.0934 0.9070 -1.1886  0.083
H: 3.5340 0.6657 1.6856  0.098
C: -4.7124 -1.1916 0.1392  0.020
S: 0.9105 -0.3019 -0.7995  0.945
H: 2.9385 -1.9840 0.6111  0.085
H: 2.1450 1.6364 1.2239  0.075

Cartesian forces (eV/Å) of the 2 atoms listed first:
H 0.18 0.10 -0.01
H 0.13 0.04 0.07

Kohn-Sham gap (spin up / spin down) ... 6.83 / 7.13 eV
Energy above the lowest of the compared OMol25 structures with the same formula, charge and spin ... 0.0 kcal/mol
HOMO (spin up / spin down) ... -11.4 / -11.7 eV
Net charge ... +1
E_tot ... -23283.21567 eV


Below is 2 unconnected molecules or ions with the total composition C6H17NO in a non-equilibrium geometry, with properties calculated with ωB97M-V/def2-TZVPD.

Last column: Löwdin charge in e.
Atoms and positions in Å:
H: -0.8756 -1.8438 1.1692  -0.019
H: -1.3940 0.2389 1.1499  0.074
H: 0.6708 -0.8017 1.2270  0.069
H: 1.3125 1.0195 1.2283  0.120
C: -0.8523 -1.5864 -0.9975  -0.202
H: 2.7973 -1.3572 1.4646  0.094
C: 0.5951 0.4065 -0.6444  -0.186
N: -0.8409 -0.0854 -0.8751  -0.203
H: -1.6808 -1.8163 -1.6728  0.098
C: -1.0290 -2.3926 0.3677  -0.065
O: -0.2334 3.4232 0.2220  -0.060
H: -0.1287 3.5965 1.1356  0.017
H: 1.1943 -0.1514 -1.3966  0.099
H: -0.4499 2.4717 0.0227  -0.001
H: 3.6346 0.0169 0.9107  0.067
H: 0.0031 -1.9029 -1.6098  0.103
H: 0.7957 1.4793 -0.6387  0.083
H: -0.4485 -3.3189 0.2866  0.075
H: -1.8954 1.5314 0.0101  0.062
H: -2.0429 -2.8283 0.2381  0.080
C: 1.2770 -0.0325 0.7207  -0.235
H: -2.7061 0.0043 0.0396  0.100
C: 2.7380 -0.5692 0.5980  -0.115
C: -1.7184 0.4863 0.1501  -0.108
H: 2.9042 -0.9989 -0.3824  0.050

Cartesian forces (eV/Å) of the 2 atoms listed first:
H 0.51 2.15 3.86
H 0.18 0.32 0.63

Kohn-Sham gap ... 9.37 eV
Energy above the lowest of the compared OMol25 structures with the same formula, charge and spin ... 63.0 kcal/mol
HOMO ... -8.5 eV
SMILES ... CCCN(C)CC.O
E_tot ... -10032.85083 eV


Below is 2 unconnected molecules or ions with the total composition C6H17NO in a non-equilibrium geometry, with properties calculated with ωB97M-V/def2-TZVPD.

Last column: Löwdin charge in e.
Atoms and positions in Å:
H: 1.5516 0.0854 -0.9576  0.142
H: -2.1108 -2.6514 -0.1209  0.082
C: 2.0705 0.0188 1.2254  -0.072
C: -1.7937 -1.7668 -0.7484  -0.140
H: 0.0091 0.5863 2.2593  0.059
H: -1.6545 -2.0647 -1.8341  0.071
H: 0.3626 2.5199 -0.3468  0.047
H: -0.4054 0.2654 -2.3215  -0.012
H: -1.4921 -0.2551 -3.2439  0.016
H: 1.6539 0.2899 2.1389  0.031
N: -0.4613 -1.3206 -0.2471  -0.129
C: -0.8034 0.1131 1.6436  -0.054
H: -1.7213 0.7966 1.6742  0.098
H: -0.1043 -2.1223 0.3194  0.118
H: 2.2125 -1.0212 1.1911  0.044
H: 1.0973 2.3858 0.9412  0.038
O: -0.9974 0.5199 -3.0175  -0.033
C: 1.1948 2.0551 0.0073  -0.042
H: -1.0533 -0.9165 2.0938  0.108
C: 1.1945 0.4919 0.0284  -0.328
H: -2.6991 -1.1612 -0.7435  0.072
H: 3.2129 0.1183 1.0114  0.121
H: 1.9368 2.3868 -0.6275  0.063
C: -0.2818 0.0641 0.2159  -0.420
H: -0.9182 0.5826 -0.5411  0.124

Cartesian forces (eV/Å) of the 2 atoms listed first:
H -0.27 0.28 1.02
H 0.30 0.56 -1.01

Kohn-Sham gap ... 9.35 eV
Energy above the lowest of the compared OMol25 structures with the same formula, charge and spin ... 61.3 kcal/mol
HOMO ... -8.4 eV
SMILES ... CN[C@@H](C)C(C)C.O
E_tot ... -10032.92380 eV


Below is 3 unconnected molecules or ions with the total composition C6H17NO in a non-equilibrium geometry, with properties calculated with ωB97M-V/def2-TZVPD.

Last column: Löwdin charge in e.
Atoms and positions in Å:
H: 0.5925 1.9223 -0.0523  -0.004
C: -1.0519 0.2751 2.1284  -0.132
H: 1.9908 -2.7148 -1.3600  0.075
H: -2.0644 0.7440 2.1308  0.082
H: 2.1060 -0.9319 -1.4941  0.038
H: -0.5093 -2.3323 -0.8522  0.099
H: -1.0802 -1.1604 -2.4316  0.160
C: 1.4612 -1.8008 -1.6394  -0.072
H: 2.7954 0.3621 0.6420  -0.007
C: -0.7737 -0.5392 -1.5164  -0.333
C: 0.1580 -1.4725 -0.8304  -0.284
H: -2.7072 -0.1255 -1.2385  0.126
H: 0.3717 -1.3097 0.2151  0.087
H: 1.2051 -1.8507 -2.6990  0.065
O: 2.1056 0.3797 -0.0680  -0.263
H: -1.0443 -0.3613 1.2725  -0.017
C: 0.0292 1.3770 1.8767  -0.250
C: -0.2610 2.0979 0.4974  -0.103
H: 1.0496 0.9332 1.6599  0.080
H: -0.4514 3.2073 0.5509  0.090
H: -0.8612 -0.3055 3.0718  0.082
H: -0.2723 0.3525 -1.9433  0.160
H: -1.0186 1.5393 -0.0882  0.037
N: -1.8383 -0.3231 -0.5998  0.190
H: 0.0686 2.0373 2.7678  0.095

Cartesian forces (eV/Å) of the 2 atoms listed first:
H 1.86 0.17 -1.35
C 0.78 0.72 0.92

Kohn-Sham gap ... 3.74 eV
Energy above the lowest of the compared OMol25 structures with the same formula, charge and spin ... 210.1 kcal/mol
HOMO ... -8.1 eV
E_tot ... -10026.47273 eV